Entry 1:
One molecule with the formula C5H8S3, computed with wB97M-V/def2-TZVPD.

Geometry as XYZ:
```
16
Properties=species:S:1:pos:R:3:forces:R:3:nbo_charge:R:1
C 2.75069 0.58333 0.23645 -0.47 -0.68 1.11 -0.74
S 2.07123 -0.80605 -0.81718 0.24 0.84 0.08 0.20
C 0.57604 -0.93914 0.20808 6.20 -0.77 2.25 -0.29
C -0.69880 -1.16707 -0.38163 0.57 0.54 -3.07 -0.45
S -2.31441 -1.48401 -0.07080 -2.35 1.20 -0.01 0.23
C -2.63403 0.53291 -0.53032 -3.31 -2.41 2.60 -0.64
S -1.20728 1.51099 -0.37842 1.62 0.34 -0.50 0.31
C -0.34103 0.13656 0.27268 -1.48 0.94 0.86 -0.41
H 2.87298 0.05511 1.23117 0.56 1.04 -1.01 0.21
H 2.01634 1.37126 0.41143 -0.50 -0.31 -0.24 0.22
H 3.60968 1.18616 -0.11400 -0.02 -1.27 -0.07 0.24
H 0.89166 -1.13019 1.29048 -0.40 -0.79 -1.68 0.23
H -0.55401 -1.05852 -1.47468 0.07 -0.08 0.53 0.23
H -3.04881 0.63798 -1.52082 -0.53 -0.14 -0.02 0.22
H -3.38373 0.63442 0.36260 1.06 0.48 -2.09 0.23
H -0.60651 -0.06374 1.27498 -1.26 1.09 1.24 0.21
```
Forces are in eV/Å.

Strongest force on any atom (eV Å⁻¹): 6.64
E_LUMO (eV): 0.307
Structure (SMILES): CSC1[C@H]2SCS[C@H]12
ΔE to the lowest compared entry with this formula, charge and spin (eV): 4.337
Orbital gap (eV): 8.78
E_tot (hartree): -1389.706150
Net charge: 0
E_HOMO (eV): -8.47

---

Entry 2:
C6H9N as an isolated structure, computed with wB97M-V/def2-TZVPD.

Geometry as XYZ:
```
16
Properties=species:S:1:pos:R:3:forces:R:3:nbo_charge:R:1
C -1.95070 0.41447 -0.23311 0.04 0.02 -0.17 -0.45
N -0.89319 -0.46133 0.22910 0.50 0.05 0.10 -0.45
C 0.72404 -0.04130 1.25792 -4.03 0.51 -1.43 -0.09
C 1.06599 -1.35749 0.42943 -1.36 1.29 1.66 -0.41
C 0.19280 -0.68599 -0.70275 1.57 0.64 0.96 -0.09
C 0.94586 0.71551 -0.87806 -0.20 -1.81 1.12 -0.20
C 1.30456 1.06747 0.34215 -0.77 0.18 1.89 -0.27
H -1.62821 1.39767 -0.63144 0.06 -0.21 0.17 0.17
H -2.49178 -0.10386 -1.06026 0.36 0.23 0.39 0.20
H -2.68154 0.56289 0.56849 0.14 0.07 -0.10 0.20
H -0.24194 0.08473 1.99288 3.75 -0.36 -0.62 0.31
H 0.61464 -2.14711 1.03753 -0.24 -0.32 -0.99 0.23
H 2.10072 -1.56598 0.26924 0.75 0.26 -0.21 0.21
H 0.01742 -1.20838 -1.61988 -0.43 -0.38 -0.76 0.18
H 1.11834 1.31646 -1.70650 0.25 0.58 -1.74 0.21
H 1.78464 2.00278 0.68580 -0.39 -0.76 -0.27 0.23
```
Forces are in eV/Å.

Strongest force on any atom (eV Å⁻¹): 4.30
E_LUMO (spin up / spin down) (eV): 0.862 / 0.862
ΔE to the lowest compared entry with this formula, charge and spin (eV): 5.639
Orbital gap (spin up / spin down) (eV): 8.92 / 8.92
E_tot (hartree): -288.574799
Net charge: 0
E_HOMO (spin up / spin down) (eV): -8.06 / -8.06

---

Entry 3:
A 3-piece molecular cluster, CH7NO4 overall, computed with wB97M-V/def2-TZVPD.

Geometry as XYZ:
```
13
Properties=species:S:1:pos:R:3:forces:R:3:nbo_charge:R:1
N 0.64658 -0.82782 1.41390 0.30 0.76 -0.47 -0.86
C 1.38970 0.30198 1.63539 -1.86 -0.17 0.51 0.86
O 1.94716 0.52456 2.68939 0.82 -0.18 -0.64 -0.64
O 1.29640 1.26694 0.66227 1.11 -0.63 1.52 -0.68
H 1.02086 -1.66390 1.81163 -0.40 -0.24 0.23 0.41
H -0.12257 -0.82033 0.75974 0.65 -0.22 -0.17 0.41
H 1.92690 1.84954 1.14370 -0.53 0.70 -0.97 0.50
O -2.83096 0.84755 -1.02015 -0.16 0.02 0.23 -0.94
H -3.21091 0.48839 -1.82537 0.07 -0.04 -0.05 0.46
H -2.06304 0.30140 -0.82453 0.11 0.13 -0.25 0.47
O -0.07084 -0.54007 -1.83802 0.09 0.46 0.33 -0.95
H -0.49778 -1.35417 -2.07152 -0.24 -0.68 -0.31 0.47
H 0.56851 -0.37407 -2.53643 0.03 0.08 0.04 0.48
```
Forces are in eV/Å.

Strongest force on any atom (eV Å⁻¹): 1.98
E_LUMO (eV): 0.208
Structure (SMILES): NC(=O)O.O.O
ΔE to the lowest compared entry with this formula, charge and spin (eV): 0.830
Orbital gap (eV): 10.45
E_tot (hartree): -398.033840
Net charge: 0
E_HOMO (eV): -10.24

---

Entry 4:
C28H20CrFN2O11 as an isolated structure, computed with wB97M-V/def2-TZVPD.

Geometry as XYZ:
```
63
Properties=species:S:1:pos:R:3:forces:R:3:mulliken_spin:R:1
Cr -0.47063 0.73489 -0.75825 1.40 0.07 0.71 3.92
O 1.52964 0.15247 -0.21914 -0.08 -0.02 -0.19 0.02
C 2.24377 1.03763 0.68241 -0.32 0.50 0.26 0.01
C 1.29250 2.26286 1.03223 0.19 -0.42 -0.11 0.01
O 1.76389 3.15494 1.71511 -0.04 -0.05 0.01 0.01
O 0.11412 2.16368 0.56194 -0.28 0.28 -0.04 -0.01
C 2.55783 0.26476 1.95085 0.12 -0.09 -0.04 -0.01
C 3.71071 -0.51403 2.02467 -0.05 0.02 -0.06 0.00
C 3.97206 -1.28516 3.14693 0.03 -0.04 0.01 0.00
C 3.07765 -1.28909 4.20647 0.03 0.00 0.01 0.00
C 1.91741 -0.53236 4.13041 -0.03 0.01 0.01 0.00
C 1.65367 0.23831 3.00894 0.00 -0.02 -0.04 0.00
C 3.45154 1.59192 -0.03816 0.07 -0.01 -0.20 -0.03
C 4.44418 2.26859 0.66593 -0.02 0.02 0.03 0.00
C 5.51616 2.83535 -0.00369 0.00 -0.01 0.05 0.00
C 5.61102 2.73875 -1.38548 0.00 0.02 -0.03 0.00
C 4.61942 2.07717 -2.09268 0.07 0.03 -0.01 0.00
C 3.54328 1.50939 -1.42473 -0.04 -0.08 0.06 0.01
H 1.53666 -0.73355 0.15948 -0.06 -0.07 0.04 0.01
H 4.40537 -0.51142 1.19327 0.03 0.01 0.03 0.00
H 4.87305 -1.88459 3.19115 -0.01 0.01 0.00 0.00
H 3.28302 -1.88482 5.08733 -0.01 -0.01 -0.01 0.00
H 1.20635 -0.54525 4.94678 0.00 0.00 0.00 0.00
H 0.73149 0.79917 2.94363 0.01 0.03 0.01 0.00
H 4.36086 2.36359 1.73994 -0.01 0.00 0.00 0.00
H 6.27854 3.35939 0.55974 0.00 0.00 -0.01 0.00
H 6.45043 3.18445 -1.90516 -0.01 -0.01 -0.01 0.00
H 4.67882 2.00007 -3.17123 -0.01 0.00 0.00 0.00
H 2.77096 0.99692 -1.98318 0.02 0.00 0.00 0.00
F -4.49464 -4.78883 -1.83662 0.03 -0.07 -0.03 0.00
C -3.44544 -4.81317 -0.99798 -0.26 0.31 0.12 0.00
C -3.26566 -3.82053 -0.11466 -0.01 -0.31 -0.12 0.00
N -2.24087 -3.82537 0.79563 0.09 -0.03 0.02 0.00
C -1.99414 -2.63166 1.59478 0.32 0.34 -0.27 0.00
C -1.50823 -1.43309 0.73396 -0.43 -0.16 0.24 -0.03
O -0.93979 -0.50338 1.34271 0.04 -0.08 -0.09 0.01
O -1.76990 -1.45107 -0.49046 0.08 -0.10 0.04 0.01
C -1.28491 -4.82591 0.78639 0.15 0.28 0.12 0.00
O -0.32572 -4.84523 1.53320 -0.11 -0.05 -0.10 0.00
N -1.50160 -5.81390 -0.15009 -0.21 -0.07 -0.07 0.00
C -2.54488 -5.93861 -1.07303 0.33 -0.11 0.07 0.00
O -2.61346 -6.89886 -1.80981 -0.09 0.07 -0.01 0.00
H -3.94926 -2.98744 -0.07076 0.04 0.08 -0.03 0.00
H -1.23013 -2.85473 2.33018 -0.04 -0.10 0.06 0.00
H -2.91085 -2.33949 2.10821 0.00 0.00 0.00 0.00
H -0.81270 -6.54941 -0.16696 0.04 -0.04 0.03 0.00
O -0.98240 0.50168 -4.74173 -0.06 0.01 0.02 0.01
C -1.10074 0.66145 -3.53951 0.08 0.10 -0.11 0.00
O -0.33382 0.17791 -2.62105 0.17 -0.28 -0.31 -0.04
C -2.19919 1.54616 -2.98289 0.12 -0.09 0.24 -0.03
C -2.82606 2.50071 -3.75884 0.12 -0.06 -0.08 0.00
C -3.78034 3.36760 -3.21897 -0.07 0.07 0.14 0.01
C -4.06422 3.22910 -1.88306 0.07 -0.02 0.01 0.00
O -4.97693 3.91889 -1.12310 -0.05 -0.02 -0.14 0.00
C -4.82659 3.42371 0.20330 -0.08 0.18 0.21 0.00
O -3.97647 2.28807 0.15793 0.01 -0.13 -0.06 0.00
C -3.45544 2.25947 -1.10402 0.14 0.08 0.12 -0.07
C -2.49667 1.41259 -1.60937 -0.90 0.10 -0.24 0.19
H -2.55254 2.55357 -4.80399 0.00 0.02 0.00 0.00
H -4.27627 4.11797 -3.81941 0.00 -0.01 -0.01 0.00
H -5.80200 3.13465 0.59911 0.02 -0.04 -0.06 0.00
H -4.37610 4.19827 0.83397 0.07 -0.04 -0.06 0.00
H -2.26581 0.47484 -1.06856 -0.63 0.02 -0.13 -0.03
```
Forces are in eV/Å.

Strongest force on any atom (eV Å⁻¹): 1.57
E_LUMO (spin up / spin down) (eV): 2.448 / 2.447
ΔE to the lowest compared entry with this formula, charge and spin (eV): 1.523
Orbital gap (spin up / spin down) (eV): 7.80 / 8.74
E_tot (hartree): -3160.730034
2S+1: 5
Net charge: -1
E_HOMO (spin up / spin down) (eV): -5.35 / -6.30